Entry from the Open Molecules 2025 dataset: a structure of composition C4H7NO at a distorted geometry (the ωB97M-V functional and the def2-TZVPD basis).

The geometry in ORCA input format:
```
! RIJCOSX wB97M-V def2-TZVPD def2/J DEFGRID3
* xyz 0 1
H -0.71 1.80 0.76
N -0.82 0.49 -0.93
O 1.25 -0.40 1.49
H -1.71 0.32 1.04
C 0.40 -0.16 0.42
H 1.18 0.00 -1.69
C -0.83 0.74 0.55
C 0.67 0.56 -0.90
C -0.39 -1.27 -0.26
H 1.01 1.60 -0.85
H 1.87 -1.09 1.23
H -0.78 -0.92 -1.28
H -1.15 -1.67 0.42
*
```

Results
total energy	-286.391295	a.u.
energy above the lowest of the compared OMol25 structures with the same formula, charge and spin	150.8	kcal/mol